Here is 9 unconnected molecules or ions with the total composition C4H27NO8 in a non-equilibrium geometry from the OMol25 dataset. Energies are from ωB97M-V/def2-TZVPD.

```
40
C4H27NO8 (ωB97M-V/def2-TZVPD)
C 0.4917 -1.9613 0.7595
C 0.2438 -0.7572 -0.1240
N -0.4875 -1.2106 -1.3564
C -0.9300 -0.0163 -2.0959
C 0.2703 -2.1159 -2.2430
H 1.3353 -2.5762 0.4449
H 0.4569 -1.7017 1.8110
H -0.2815 -2.7220 0.5652
H 1.1865 -0.2531 -0.3479
H -0.4282 -0.0447 0.3478
H -1.2499 -0.2984 -3.0885
H -0.0744 0.6912 -2.1340
H -1.7785 0.4357 -1.5801
H 0.8919 -1.4690 -2.8931
H 0.9936 -2.6170 -1.6211
H -0.4093 -2.7414 -2.8084
H -2.9704 -3.7888 -0.3567
H -2.0698 -2.9439 -1.3646
O -2.7983 -3.4766 -1.2399
H -2.1526 -1.2879 -0.2190
H -3.6586 -1.2403 0.3219
O -2.8202 -0.7950 0.2916
H 3.2587 1.1063 2.2907
H 2.4684 -0.0870 1.8740
O 3.2805 0.3767 1.6697
H 0.7747 4.1675 -0.3175
H 1.5184 2.8747 -0.8396
O 0.8228 3.2106 -0.2596
H 0.8465 0.4562 3.6531
H 0.5357 1.7538 2.9067
O 1.0642 0.9119 2.8544
H 3.1796 1.1352 -0.2866
H 3.8590 1.5149 -1.5509
O 2.9953 1.5591 -1.1368
H -2.3583 1.9789 0.0308
H -2.3806 0.7351 0.8686
O -2.4022 1.7174 0.9569
H 0.2070 3.6720 1.8933
H -1.1164 2.7639 1.9318
O -0.3140 3.0433 2.3916
```

Calculated values
**Total charge**: 0
**SMILES string**: CCN(C)C.O.O.O.O.O.O.O.O
**E_tot**: -825.25286 Eh
**Gap between HOMO and LUMO**: 9.7 eV
**LUMO level**: 0.5073 eV
**ΔE to the lowest compared entry with this formula, charge and spin**: 1.3906 eV

For each atom in turn, the Löwdin charge in e is:
1. C -0.082
2. C -0.237
3. N -0.315
4. C -0.078
5. C -0.065
6. H 0.070
7. H 0.069
8. H 0.074
9. H 0.104
10. H 0.093
11. H 0.085
12. H 0.096
13. H 0.065
14. H 0.094
15. H 0.069
16. H 0.085
17. H 0.043
18. H -0.060
19. O -0.015
20. H 0.011
21. H 0.060
22. O -0.048
23. H 0.037
24. H -0.004
25. O -0.068
26. H 0.038
27. H 0.002
28. O -0.059
29. H 0.036
30. H 0.012
31. O -0.077
32. H 0.010
33. H 0.048
34. O -0.061
35. H 0.039
36. H -0.003
37. O -0.073
38. H 0.037
39. H 0.019
40. O -0.050



Here is 2 unconnected molecules or ions with the total composition C7H9N2O2 in a non-equilibrium geometry from the OMol25 dataset. Energies are from ωB97M-V/def2-TZVPD.

```
20
C7H9N2O2 (ωB97M-V/def2-TZVPD)
C -2.2672 -1.4167 -0.2046
C -3.3935 -0.6434 0.0352
C -0.9879 -0.8773 -0.2065
C -3.2806 0.7177 0.1470
C -0.8903 0.4760 -0.1610
C -2.0524 1.2292 0.0009
C -0.3506 2.5798 -0.0331
N 0.1847 1.3933 -0.1236
N 3.4202 -0.0214 0.1688
O -1.6010 2.5746 -0.0050
O 2.4315 0.8404 0.6563
H -2.2893 -2.4999 -0.3594
H -4.4142 -1.0181 -0.1710
H -0.0543 -1.5706 -0.2540
H -4.1432 1.2863 0.4604
H 1.2432 1.1036 0.0097
H 4.3927 -0.0694 0.5994
H 3.1245 -0.9823 0.3340
H 3.6222 0.1722 -0.8108
H 0.1479 3.5019 0.0374
```

Calculated values
**Total charge**: +1
**E_tot**: -531.80132 Eh
**Gap between HOMO and LUMO**: 10.0 eV
**LUMO level**: -3.0979 eV
**ΔE to the lowest compared entry with this formula, charge and spin**: 2.9736 eV

For each atom in turn, the Löwdin charge in e is:
1. C -0.057
2. C -0.047
3. C -0.007
4. C 0.008
5. C -0.159
6. C -0.125
7. C -0.096
8. N 0.192
9. N 0.042
10. O 0.181
11. O -0.238
12. H 0.122
13. H 0.138
14. H 0.155
15. H 0.141
16. H 0.067
17. H 0.194
18. H 0.156
19. H 0.162
20. H 0.170



Here is C13H13N3OS in the gas phase from the OMol25 dataset. Energies are from ωB97M-V/def2-TZVPD.

```
31
C13H13N3OS (ωB97M-V/def2-TZVPD)
O -2.6499 -1.2459 2.0213
C -1.8456 -1.3938 1.1344
N -0.5317 -1.0446 1.3814
C 0.6204 -1.0924 0.6473
N 1.6802 -0.5815 1.2791
C 2.8224 -0.5718 0.6235
C 2.9423 -1.0759 -0.6658
C 1.7877 -1.6076 -1.2150
N 0.6318 -1.6197 -0.5717
H 1.7696 -2.0430 -2.2061
H 3.8758 -1.0617 -1.2013
H 3.6646 -0.1480 1.1547
H -0.3872 -0.6390 2.3018
C -2.2098 -1.9585 -0.2180
C -2.1420 -0.9365 -1.3536
H -2.7711 -1.2604 -2.1813
H -1.1181 -0.8182 -1.6976
S -2.7569 0.7209 -0.8758
C -1.2367 1.4649 -0.3179
C -0.1366 1.5395 -1.1600
C 1.0406 2.1015 -0.7012
C 1.1173 2.6040 0.5872
C 0.0080 2.5545 1.4144
C -1.1712 1.9870 0.9653
H -2.0401 1.9316 1.6031
H 0.0628 2.9524 2.4166
H 2.0393 3.0385 0.9427
H 1.8983 2.1522 -1.3565
H -0.2011 1.1661 -2.1719
H -3.2300 -2.3337 -0.1218
H -1.5333 -2.7808 -0.4573
```

Calculated values
**Total charge**: 0
**SMILES string**: O=C(CCSc1ccccc1)Nc1ncccn1
**E_tot**: -1140.91143 Eh
**Gap between HOMO and LUMO**: 8.9 eV
**LUMO level**: 0.4913 eV
**ΔE to the lowest compared entry with this formula, charge and spin**: 0.8082 eV

For each atom in turn, the Löwdin charge in e is:
1. O 0.084
2. C -0.492
3. N 0.174
4. C -0.375
5. N 0.144
6. C -0.130
7. C -0.050
8. C -0.116
9. N 0.127
10. H 0.114
11. H 0.097
12. H 0.112
13. H 0.159
14. C -0.162
15. C -0.445
16. H 0.072
17. H 0.037
18. S 0.945
19. C -0.548
20. C -0.116
21. C -0.096
22. C -0.098
23. C -0.083
24. C -0.115
25. H 0.108
26. H 0.105
27. H 0.103
28. H 0.105
29. H 0.110
30. H 0.120
31. H 0.111



Here is C4H10N2O2 in the gas phase in a non-equilibrium geometry from the OMol25 dataset. Energies are from ωB97M-V/def2-TZVPD.

```
18
C4H10N2O2 (ωB97M-V/def2-TZVPD)
O 1.1744 -2.4567 0.7630
C 1.0552 -1.4093 0.1737
N 2.1302 -0.9859 -0.6146
C -0.1802 -0.5352 -0.0365
C -1.5069 -1.3216 0.0792
N -0.0384 0.7008 0.6977
C 0.1292 1.9197 -0.0324
O -1.1755 2.5534 -0.2420
H 1.9977 -0.3923 -1.4118
H 3.0659 -1.2302 -0.3499
H -0.3329 -0.3551 -1.1470
H -2.1647 -1.0719 -0.7623
H -1.3938 -2.4353 -0.0304
H -2.0940 -1.1330 0.9696
H -0.3128 0.7906 1.6559
H 0.5747 2.6502 0.6975
H 0.6203 1.8182 -0.9797
H -1.5485 2.8935 0.5701
```

Calculated values
**Total charge**: 0
**SMILES string**: C[C@@H](NCO)C(N)=O
**E_tot**: -418.37395 Eh
**Gap between HOMO and LUMO**: 9.7 eV
**LUMO level**: 0.8059 eV
**ΔE to the lowest compared entry with this formula, charge and spin**: 2.3677 eV

For each atom in turn, the Löwdin charge in e is:
1. O 0.069
2. C -0.481
3. N 0.142
4. C -0.326
5. C -0.050
6. N -0.009
7. C -0.245
8. O -0.091
9. H 0.081
10. H 0.095
11. H 0.156
12. H 0.071
13. H 0.095
14. H 0.067
15. H 0.125
16. H 0.128
17. H 0.111
18. H 0.062